Entry 1:
5
Properties=species:S:1:pos:R:3:lowdin_charge:R:1 method="wB97M-V/def2-TZVPD" homo_ev=-8.9350 total_charge=0 de_lowest_ev=1.5632 lumo_ev=-0.76 gap_ev=8.2 molar_mass_g_mol=80.45
H -1.8615 -0.9126 0.5120 -0.19
C 0.4701 0.0094 -0.2499 -0.92
Cl 1.6011 1.3127 -0.0625 0.44
H 0.7596 -0.5336 -1.1586 -0.02
P -0.9694 0.1240 0.9589 0.68

=====

Entry 2:
87
Properties=species:S:1:pos:R:3:lowdin_charge:R:1 method="wB97M-V/def2-TZVPD" homo_ev="-7.9410 / -7.2342" multiplicity=2 total_charge=+1 de_lowest_ev=0.0000 lumo_ev="-1.75 / -1.75" gap_ev="6.2 / 5.5" molar_mass_g_mol=621.71
V 0.4073 1.0481 1.0033 0.68
C -1.0608 -1.2481 -3.7401 -0.20
N 0.1068 -0.4349 2.4881 0.08
H 3.5449 0.6069 1.7037 0.08
C -0.5849 -0.2619 -4.6017 -0.04
C -0.7689 -1.7635 -6.4587 -0.07
O -1.8286 0.5304 3.3132 0.06
H -1.2277 -3.5345 -0.1210 0.08
C 0.8157 2.6054 3.5132 -0.16
C 0.6780 -3.4680 4.4365 -0.01
H 5.3800 0.2505 -2.1099 0.11
N 1.8388 -1.9958 2.2104 0.24
C -0.6853 3.4586 -0.4590 -0.17
H -1.2863 2.7329 3.9722 0.11
H -0.8204 4.7312 1.2752 0.11
N -0.6979 -0.0245 -0.2868 0.01
C -1.9645 -3.5762 -3.3407 -0.03
C 1.7514 3.4961 0.0368 -0.15
H -1.0622 -1.2879 5.2693 0.14
C -3.0494 0.4268 0.1654 -0.03
H 2.4839 0.6915 -4.0450 0.08
H -2.8574 -3.2557 -2.7968 0.08
C -1.0085 -0.3623 3.2971 -0.45
C 1.8706 3.6544 1.5550 -0.14
C -1.0516 -2.7847 0.6515 -0.02
H 2.2861 -2.8587 2.4596 0.12
C -1.4356 -2.4981 -4.2455 -0.20
N 0.8747 -0.0755 -2.0098 0.14
C -2.1633 -1.7646 0.6537 -0.22
N -1.0390 2.7368 1.8796 -0.09
H 1.2017 4.4389 1.9052 0.11
H 1.7368 4.4873 -0.4317 0.13
H -0.6494 -1.9777 -7.5121 0.11
C 4.4834 0.2708 -1.5032 -0.06
H -1.5715 -3.6932 -6.0086 0.12
C 3.2436 0.1133 -2.1070 -0.22
C -1.2866 -2.7282 -5.6075 -0.03
C 2.1049 0.3668 0.0917 -0.20
H -1.8229 2.0946 1.9486 0.09
C -0.3497 -0.3586 -1.5081 -0.33
H -0.5513 4.3788 -1.0408 0.12
C -4.4846 -1.2389 1.1201 -0.07
C -4.2944 0.0445 0.6313 -0.06
C -1.9739 -0.4593 0.1750 -0.26
C 3.4101 0.4816 0.6297 -0.17
H -0.0417 0.2508 -6.6074 0.11
C 3.1521 -0.0531 -3.6039 -0.04
H -0.6243 4.2194 3.3200 0.12
H 4.1344 0.0731 -4.0537 0.08
C 0.7569 -1.5638 2.8334 -0.40
C 2.0953 0.1295 -1.2999 -0.22
H 1.0086 -0.4119 -2.9513 0.09
H -5.1190 0.7446 0.5981 0.11
N 0.5678 2.7025 -0.3322 -0.14
H 2.8862 3.9755 1.7968 0.13
H 2.7877 -1.0463 -3.8870 0.09
C 4.5689 0.4357 -0.1306 -0.10
H -1.2079 -3.8612 -2.6073 0.08
H -1.0168 -3.3187 1.6039 0.08
C -1.2767 3.8099 0.9138 -0.17
C -0.6070 3.1322 3.2216 -0.17
H -5.4547 -1.5447 1.4884 0.11
H -2.2261 -4.4613 -3.9162 0.08
H 0.7522 1.6419 4.0175 0.11
H 1.3514 3.2983 4.1715 0.13
H 2.1544 -1.4480 1.4126 0.08
H -2.0691 -1.3133 -1.9215 0.13
N 0.1919 -2.2401 3.8486 -0.09
H 0.3154 -3.5367 5.4594 0.10
C -1.0371 -1.5809 4.2185 -0.02
H -2.3414 4.0235 0.7852 0.13
H 2.3930 1.9008 2.4458 0.10
C -0.4218 -0.5222 -5.9527 -0.07
H 2.6284 2.9600 -0.3249 0.12
H -2.9083 1.4257 -0.2313 0.10
H 5.5371 0.5398 0.3455 0.10
N 1.5300 2.3919 2.2462 -0.13
H 0.7596 2.2796 -1.2354 0.11
H -1.3843 2.8202 -1.0015 0.10
H -1.9198 -2.1884 4.0007 0.14
H -3.5677 -3.1364 1.4977 0.12
N -1.2224 -0.9833 -2.3594 0.16
H -0.0823 -2.3248 0.4671 0.06
H -0.3708 0.7257 -4.2106 0.12
C -3.4216 -2.1266 1.1292 -0.04
H 1.7676 -3.4649 4.4680 0.09
H 0.3397 -4.3496 3.8854 0.10

=====

Entry 3:
27
Properties=species:S:1:pos:R:3:lowdin_charge:R:1 method="wB97M-V/def2-TZVPD" homo_ev="-3.4314 / -3.4156" multiplicity=7 total_charge=-1 de_lowest_ev=0.0000 lumo_ev="3.04 / 3.04" gap_ev="6.5 / 6.5" molar_mass_g_mol=409.20
N 0.6035 -0.3444 -1.8510 -0.27
O 2.3641 0.1868 0.9239 -0.37
C -0.4087 -1.9588 1.6297 -0.25
H 0.3407 -1.8616 2.3912 0.09
C -0.2659 -2.6873 0.3867 -0.24
C -1.4849 -2.5141 -0.3741 -0.22
O 0.9996 1.2865 2.4944 -0.34
C 2.9909 2.8549 1.3688 -0.59
F 3.6247 2.7113 2.5567 0.12
H -2.0998 -0.6872 2.3991 0.09
F 3.8717 2.7409 0.3498 0.12
C -1.6813 0.7388 -1.5036 -0.36
H -0.0694 1.3994 -2.8475 0.07
H 1.2870 -0.7032 -2.4002 -0.04
H 0.6051 -3.2289 0.0699 0.08
H -3.3477 -1.3352 0.0888 0.08
O 0.5487 1.7086 0.0635 -0.50
S 1.6645 1.4487 1.2186 0.60
F 2.3603 4.0491 1.3175 0.11
H -0.8764 -0.1237 -3.3406 0.07
H -1.6705 -2.8957 -1.3597 0.08
C -0.5089 0.4582 -2.4835 -0.41
C -1.7119 -1.3312 1.6330 -0.24
H -2.6214 0.3222 -1.8265 0.00
Eu -0.3964 -0.3411 -0.1130 1.55
H -1.7428 1.7777 -1.1860 0.01
C -2.3748 -1.6705 0.3940 -0.24

=====

Entry 4:
131
Properties=species:S:1:pos:R:3:lowdin_charge:R:1 method="wB97M-V/def2-TZVPD" homo_ev=-2.6663 total_charge=-2 lumo_ev=3.23 gap_ev=5.9 molar_mass_g_mol=1221.61
H -0.4610 -1.0272 -3.1901 0.00
Se -3.4469 -3.5059 -1.0746 0.65
H 1.2143 6.9947 -5.0503 0.09
C 0.0292 2.5891 -2.2584 -0.11
H -0.0524 -5.1681 -4.0302 0.11
C 2.1187 2.8065 5.7576 -0.04
O -4.8396 -0.8382 2.4208 -0.60
H 7.2712 -3.3808 -3.6701 0.10
O -2.1619 -4.3434 -0.4597 -0.50
O -0.1538 -2.2338 4.0610 -0.14
C -2.1027 1.6883 -3.4098 -0.17
C -2.1210 2.7585 5.2805 -0.04
H 3.7059 -2.0231 -4.6440 0.11
H 7.4388 0.8804 -3.3491 0.10
H -2.5423 2.0668 -6.7479 0.09
H 1.1187 -1.7106 2.9430 0.01
H 2.4963 3.3907 -3.1521 0.10
C 1.9906 5.2240 -4.1178 -0.10
N 1.4237 1.5607 2.9458 -0.04
N 0.7297 2.1232 -1.1554 -0.03
C -3.9487 -5.2436 4.0185 -0.14
C 2.1044 5.0095 6.7299 -0.11
C 2.5985 -3.6487 -5.4895 -0.10
C 0.6198 4.4802 4.9154 -0.04
H -6.7298 -5.2763 2.0922 0.10
H -6.0281 -5.1828 4.4825 0.10
N 1.4514 -1.3657 -1.3846 0.12
C -1.0716 1.7565 -2.3689 -0.18
H -4.9473 -5.3025 0.3347 0.10
C 4.9815 -1.2467 -2.3537 -0.18
C 0.9823 6.1006 -4.4855 -0.11
C 0.6074 2.2769 3.8141 -0.10
O -4.1761 -2.7656 0.2014 -0.74
C -4.3943 2.2567 3.7768 -0.07
H 3.2715 1.2442 2.0825 0.04
C 0.7859 -4.4970 -4.1638 -0.06
C -0.6269 4.6730 -3.4084 -0.03
H 1.9378 2.4855 0.4827 0.07
C 1.9086 2.7177 -0.5794 -0.02
C 6.8242 -2.4440 -3.3614 -0.09
C 2.6038 3.7170 6.6835 -0.09
H -4.8268 1.3467 -6.1376 0.09
H -5.2717 2.0224 3.1900 0.11
C -0.3303 5.8128 -4.1323 -0.08
C 2.9010 -2.7309 -4.4967 -0.05
C 0.3827 3.7836 -3.0206 -0.16
H -2.7473 -5.0951 0.9051 0.09
H -0.2221 -3.1989 3.9998 -0.04
N -3.4093 -5.3126 1.7105 0.07
C 0.0333 1.0594 -0.6480 -0.45
H -1.6499 4.4593 -3.1306 0.12
H 4.0617 -0.4239 1.3034 0.08
C 4.3000 -0.0207 0.3191 -0.02
O -5.0053 0.0011 -0.1836 -0.20
H -5.0888 -0.1877 0.7763 -0.04
H 3.1801 -3.6575 -6.4043 0.09
H -1.2442 2.9165 5.8921 0.10
C -5.6840 -5.2805 2.3591 -0.08
H 3.0566 0.4606 3.6493 0.10
C -3.1438 2.1572 3.1945 -0.01
H 1.8790 3.8004 -0.7003 0.10
C -1.8098 1.9761 -4.7416 -0.05
N -0.6230 1.4024 2.1687 0.12
N -2.5475 -1.7363 2.8798 -0.49
H -3.0477 1.8461 2.1645 0.11
C 1.0808 -3.5780 -3.1726 -0.02
H 5.0506 -3.3725 -2.5908 0.12
C 1.0983 5.3821 5.8463 -0.09
C 2.1554 -2.6987 -3.3195 -0.16
H 0.4696 -3.5270 -2.2806 0.11
N 0.5889 -3.7945 0.9011 0.06
H 2.4922 1.7912 5.7626 0.11
H -3.4601 3.1379 6.9043 0.09
H 3.3729 3.4129 7.3829 0.10
S -3.9675 -2.0340 2.6694 0.65
C 0.6334 1.0736 1.9579 -0.43
H -0.2066 -3.4739 0.3558 0.01
O 1.7051 -1.6101 2.1476 -0.21
C -2.7879 1.8573 -5.7134 -0.09
H 5.2856 -0.3728 0.0250 0.09
C 5.6807 -0.0541 -2.5635 -0.04
H -1.7552 -1.7161 -3.5401 0.00
S -1.3258 -5.5046 3.3499 0.57
P 0.5434 -0.1890 0.6356 1.13
H 5.2284 0.8877 -2.2766 0.11
C 1.5487 -4.5406 -5.3218 -0.10
H -5.4941 2.6758 5.5732 0.09
C 7.5033 -1.2510 -3.5758 -0.11
C 1.9823 -0.6125 -0.4405 -0.40
C 6.9235 -0.0562 -3.1742 -0.09
C -5.2782 -5.2275 3.7007 -0.10
H -0.8049 2.2614 -5.0247 0.12
N 3.3232 -0.4991 -0.6316 -0.03
Rb -2.5194 -0.9354 0.2780 0.95
H -5.3475 0.8048 -3.7668 0.11
H 0.1747 -4.3650 1.6391 -0.05
C -3.3750 2.8700 5.8574 -0.10
C -4.0691 1.4481 -5.3698 -0.10
H 8.4682 -1.2507 -4.0664 0.09
O -4.4792 -4.5259 -1.7835 -0.49
C 5.5812 -2.4442 -2.7546 -0.03
C -4.3599 1.1465 -4.0479 -0.06
C -4.5166 2.6160 5.1107 -0.10
H 1.1028 -4.4245 0.2948 0.04
C -4.7171 -5.2932 1.3920 -0.10
H 1.3156 -5.2529 -6.1041 0.09
C 1.1247 3.1742 4.8461 -0.17
H 0.6905 6.3846 5.8825 0.10
O -2.9013 -2.3781 -2.0937 -0.55
H -0.1568 4.7713 4.2206 0.12
H -1.0184 -1.9444 3.6609 -0.05
H 2.4845 5.7158 7.4567 0.09
H 3.0164 5.4297 -4.3994 0.10
C -3.3859 1.2622 -3.0704 0.00
H -1.1287 6.4854 -4.4203 0.10
C -1.9865 2.3997 3.9368 -0.14
H -3.6149 1.0138 -2.0419 0.10
C 2.8449 1.3632 3.0720 -0.02
H 2.8180 2.3377 -1.0555 0.08
C -0.6830 2.1265 3.3173 -0.16
C 3.6408 -1.2325 -1.7722 -0.12
H -3.6050 -5.2006 5.0411 0.09
H 1.4467 -2.4452 1.6435 -0.01
C 1.6958 4.0762 -3.3977 -0.04
H 3.3015 2.2250 3.5557 0.09
H -4.7451 -0.8788 -0.5061 -0.05
H 4.3215 1.0715 0.3602 0.08
O -1.0020 -1.2612 -3.9553 -0.06
C -2.9659 -5.3129 2.9992 -0.79
C 2.4504 -1.7772 -2.2151 -0.16
N -1.0399 0.8353 -1.3652 0.06